## P
DFT (the ωB97M-V functional and the def2-TZVPD basis) results for the molecule C20H19ClN2O4.

Output
HOMO-LUMO gap (eV): 8.5

CARTESIAN COORDINATES (ANGSTROEM)
H 0.607 -7.554 -1.245
H -0.607 0.860 2.995
C 1.028 -0.354 -3.451
H -3.148 2.780 2.677
H 1.409 -3.603 -0.644
H 1.133 3.727 0.557
O -2.380 0.874 0.033
O -4.231 0.889 1.245
H -0.197 0.290 4.608
H 0.009 -0.254 -3.851
C -0.732 4.003 2.476
C 0.730 1.272 -1.748
H 1.728 -0.479 -4.282
N 0.718 -2.719 -3.149
C 0.410 3.496 3.372
C 1.298 2.346 -1.034
H 0.798 4.361 3.914
H 1.219 3.097 2.760
C -2.547 2.431 1.852
H -0.123 -7.157 -3.609
H 1.080 0.789 3.500
H 0.630 2.495 5.257
H -1.008 -0.008 -1.850
C -0.587 2.428 0.468
Cl 2.827 2.951 -1.546
C -0.511 0.808 -1.352
C 0.067 1.007 3.834
C -0.020 2.427 4.382
C 0.684 -4.022 -2.638
C 0.660 2.906 0.045
C 0.614 -6.562 -1.677
H -1.040 2.627 4.716
H 0.419 -2.641 -4.112
O 1.507 -1.498 -1.384
H -1.519 4.409 3.113
O 1.442 0.818 -2.803
H -0.057 -4.831 -4.488
H -0.353 4.816 1.852
C 0.210 -6.342 -2.986
C -3.141 1.371 1.066
C 0.248 -5.049 -3.473
C 1.065 -4.357 -1.336
C -1.167 1.380 -0.263
C -1.319 2.942 1.600
C 1.119 -1.580 -2.521
N 1.028 -5.593 -0.881



## Q
DFT (the ωB97M-V functional and the def2-TZVPD basis) results for the molecule C20H19ClN2O4.

Output
HOMO-LUMO gap (eV): 9.3

CARTESIAN COORDINATES (ANGSTROEM)
C 1.693 -2.189 -0.088
C 3.438 1.531 1.732
O 3.942 3.603 0.779
C -7.167 -0.447 0.416
C 4.464 4.387 -0.270
H 3.002 -0.407 2.520
O 3.965 -1.929 0.680
C 3.988 2.255 0.671
C -8.466 1.468 -0.216
H -7.494 2.857 -1.522
H -9.169 -0.088 1.075
Cl 5.284 -0.629 -1.747
H 5.535 4.212 -0.406
C -1.444 -0.345 0.089
O 0.826 -3.088 0.405
C -6.229 1.203 -1.040
H -5.402 1.564 -1.634
C -8.344 0.277 0.480
C -4.807 -0.758 -0.391
H 3.939 4.197 -1.211
O -1.359 0.784 -0.350
H -4.261 -0.265 1.647
C 4.539 0.177 -0.408
H -7.079 -1.378 0.960
C 4.543 1.564 -0.400
H 4.303 5.421 0.029
N -2.560 -0.881 0.621
H 3.440 -2.366 -1.288
C 3.973 -0.552 0.634
H -4.984 -1.815 -0.177
C 1.038 -1.006 -0.301
C 3.124 -2.581 -0.259
C -7.404 1.929 -0.976
H 3.239 -3.647 -0.054
H -3.618 0.859 0.424
N -0.392 -2.525 0.518
H 4.991 2.080 -1.234
C -3.825 -0.191 0.646
H -4.353 -0.676 -1.380
C 3.428 0.156 1.704
H 1.415 -0.082 -0.682
H -2.523 -1.849 0.906
C -6.099 0.005 -0.348
C -0.290 -1.282 0.107
H 3.016 2.074 2.562
H -9.384 2.033 -0.167



The least stable of them is Q.



## P
DFT (the ωB97M-V functional and the def2-TZVPD basis) results for a cluster of 2 separate species, C3H2NO3 in total.

Output
HOMO-LUMO gap (eV): 8.7
Charge: -1

CARTESIAN COORDINATES (ANGSTROEM)
H -0.423 1.444 1.755
N -1.006 0.448 -0.681
H -0.563 0.443 -1.599
O 1.490 -0.095 -1.215
C 1.431 -0.041 0.018
C -0.086 0.196 0.428
O 2.262 -0.169 0.895
C -1.190 -0.642 0.128
O -1.914 -1.584 0.270



## Q
DFT (the ωB97M-V functional and the def2-TZVPD basis) results for the ion C3H2NO3 with charge -1.

Output
HOMO-LUMO gap (eV): 7.1
Charge: -1

CARTESIAN COORDINATES (ANGSTROEM)
O 1.177 -0.930 -0.242
H -0.121 1.816 0.377
C -0.099 -1.699 -0.265
H -0.498 -2.024 0.741
O 2.134 1.066 0.017
O -2.381 0.435 -0.188
C -1.228 0.082 -0.291
N -0.137 0.911 -0.093
C 1.153 0.343 -0.056



## R
DFT (the ωB97M-V functional and the def2-TZVPD basis) results for the ion C3H2NO3 with charge -1.

Output
HOMO-LUMO gap (eV): 8.2
Charge: -1

CARTESIAN COORDINATES (ANGSTROEM)
N 0.465 -1.410 0.401
O -0.517 0.588 0.641
H -1.450 -1.107 1.022
O 2.736 -1.118 -0.002
O 1.747 1.925 0.431
C -0.569 -0.679 0.593
C 1.600 -0.669 0.070
H 0.565 1.293 -1.027
C 1.237 1.024 -0.193



## S
DFT (the ωB97M-V functional and the def2-TZVPD basis) results for the ion C3H2NO3 with charge -1.

Output
HOMO-LUMO gap (eV): 7.4
Charge: -1

CARTESIAN COORDINATES (ANGSTROEM)
C -1.870 -0.179 -0.295
O 0.510 -1.697 0.177
C 1.024 0.639 0.399
O -2.934 -0.094 0.232
C 0.535 -0.521 -0.307
H 0.430 1.463 0.248
N -0.819 -0.131 -0.862
H 1.575 0.427 1.290
O 1.550 0.093 -0.884



The least stable of them is P.



## P
DFT (the ωB97M-V functional and the def2-TZVPD basis) results for a cluster of 2 separate species, C5H10ClNO3 in total.

Output
HOMO-LUMO gap (eV): 9.5

CARTESIAN COORDINATES (ANGSTROEM)
H -2.583 -0.498 2.098
H -3.194 -1.084 -0.259
H 3.353 -0.804 0.311
H -2.136 1.096 1.355
C -1.964 0.058 1.262
H 0.762 -1.116 -2.021
H 0.004 0.046 -3.306
C -1.553 -0.568 -1.110
H 1.412 0.471 -2.339
O 2.511 -0.383 0.116
H 1.058 1.614 0.452
N 2.186 0.105 1.374
C 1.479 1.193 1.339
O 2.640 -0.545 2.305
Cl 0.964 1.900 2.743
H -1.729 -1.136 -2.002
O -0.420 0.353 -1.304
C -2.339 -0.514 -0.033
H -0.929 -0.060 1.347
C 0.479 -0.127 -2.327



## Q
DFT (the ωB97M-V functional and the def2-TZVPD basis) results for the molecule C5H10ClNO3.

Output
HOMO-LUMO gap (eV): 10.0

CARTESIAN COORDINATES (ANGSTROEM)
H -3.282 -0.704 -0.608
C -1.454 0.572 -0.403
H 2.033 -1.791 -1.016
H -2.235 -1.052 0.895
O 0.260 -1.132 0.058
C 1.971 1.209 0.663
H -0.939 1.081 0.490
N 2.215 0.295 -0.434
O 2.560 0.845 1.929
C -0.521 -0.598 -1.040
C -2.718 -0.222 0.255
H 1.942 0.683 -1.344
H -3.365 0.481 0.889
Cl 1.263 0.848 3.040
H -1.249 -1.393 -1.448
H 2.182 -1.451 0.775
O 1.342 2.287 0.588
H -1.772 1.351 -1.168
H 0.089 -0.241 -1.934
C 1.677 -1.069 -0.188



The least stable of them is P.



## P
DFT (the ωB97M-V functional and the def2-TZVPD basis) results for the molecule C2H5NO2S.

Output
HOMO-LUMO gap (eV): 9.4

CARTESIAN COORDINATES (ANGSTROEM)
S -2.468 0.354 0.002
H 1.192 -1.954 0.737
C 0.217 -0.323 0.107
H 2.357 0.024 0.788
O -3.014 1.607 -0.473
N -0.625 0.489 -0.323
H -2.685 -0.688 -1.038
O 0.213 -1.438 0.903
H 1.225 1.405 0.140
C 1.605 0.393 0.047
H 1.983 0.130 -0.889



## Q
DFT (the ωB97M-V functional and the def2-TZVPD basis) results for the molecule C2H5NO2S.

Output
HOMO-LUMO gap (eV): 10.5

CARTESIAN COORDINATES (ANGSTROEM)
H -0.874 1.422 -0.127
H -0.800 -2.428 -0.066
N 1.113 2.061 0.123
O 1.242 -0.896 -1.234
H -1.592 -0.790 0.853
C 0.165 1.300 -0.062
H 1.088 3.038 0.033
C -0.922 -1.291 0.024
O 1.337 -0.824 1.294
H -1.442 -1.082 -0.856
S 0.685 -0.511 0.017



The least stable of them is P.



## P
DFT (the ωB97M-V functional and the def2-TZVPD basis) results for a structure of composition C2H5N3OS.

Output
HOMO-LUMO gap (eV): 9.0

CARTESIAN COORDINATES (ANGSTROEM)
H -2.894 0.402 1.250
N 2.114 -0.346 0.101
C 1.417 0.650 0.227
H 2.162 -2.210 -0.515
S -2.552 -0.775 -0.043
O 1.442 -1.641 -0.308
C -0.160 0.661 -0.265
H 1.834 1.598 0.539
H -0.388 -1.380 0.093
N -0.569 1.817 -0.430
N -0.848 -0.507 -0.219
H -1.557 1.732 -0.431



## Q
DFT (the ωB97M-V functional and the def2-TZVPD basis) results for the molecule C2H5N3OS.

Output
HOMO-LUMO gap (eV): 9.2

CARTESIAN COORDINATES (ANGSTROEM)
N 0.398 -1.705 0.071
C 0.977 -2.062 1.150
H -1.106 1.903 -1.686
S -1.312 -0.820 -2.135
C -0.557 0.120 -1.038
N -0.617 1.430 -0.968
H 0.807 1.983 0.273
H 1.148 -3.132 1.297
H -0.785 1.796 0.859
O 0.152 -0.335 0.051
N -0.214 2.196 0.117
H 1.109 -1.374 2.008



The least stable of them is P.



## P
DFT (the ωB97M-V functional and the def2-TZVPD basis) results for a structure of composition C2H5N3OS.

Output
HOMO-LUMO gap (eV): 9.7

CARTESIAN COORDINATES (ANGSTROEM)
H -3.744 -0.434 -0.735
C 1.871 -0.315 0.004
N -0.751 0.014 0.376
N 2.079 1.121 -0.048
H 3.295 1.477 0.273
C -1.940 -0.627 -0.292
H 1.413 1.974 -0.008
S 0.511 -1.090 0.479
H -0.953 0.265 1.427
H -1.705 -1.348 -1.044
N -2.888 0.122 -0.054
O 2.814 -1.160 -0.377



## Q
DFT (the ωB97M-V functional and the def2-TZVPD basis) results for the molecule C2H5N3OS.

Output
HOMO-LUMO gap (eV): 9.2

CARTESIAN COORDINATES (ANGSTROEM)
H 0.615 -0.223 -2.778
N 2.091 0.355 -1.745
N -0.743 0.093 1.556
S -2.328 -0.285 1.129
O 2.618 0.515 -0.454
C 0.066 0.075 0.616
H -0.840 -0.959 -0.995
H -2.986 0.031 2.223
H 3.453 0.973 -0.665
H 1.024 0.345 0.811
N 0.011 -0.418 -0.682
C 0.855 -0.065 -1.774



The least stable of them is P.